ORCA calculation (ωB97M-V with the def2-TZVPD basis set) on a molecular structure, C11H28AlBr2N2O2.

Geometry as XYZ:
```
46
C11H28AlBr2N2O2 | the Open Molecules 2025 dataset | ωB97M-V with the def2-TZVPD basis set
C -4.10 0.35 2.10
C -3.11 0.58 3.18
Br -1.32 0.75 2.54
C -3.30 0.70 4.49
Al -1.87 1.10 5.93
Br -5.12 0.50 5.15
H -5.09 0.26 2.50
H -3.88 -0.55 1.53
H -4.10 1.20 1.43
H -1.24 2.55 5.55
H -2.58 1.18 7.38
H -0.70 -0.01 5.89
C 0.88 -3.25 -0.54
C -0.44 -2.58 -0.17
C -1.64 -3.06 -0.99
O -1.70 -2.55 -2.31
C -0.92 -3.26 -3.27
N -0.27 -1.12 -0.22
H 1.28 -2.86 -1.48
H 1.62 -3.05 0.23
H 0.76 -4.33 -0.63
H -0.66 -2.84 0.87
H -2.55 -2.71 -0.51
H -1.68 -4.16 -1.01
H -0.91 -4.33 -3.06
H 0.10 -2.88 -3.31
H -1.38 -3.09 -4.24
H -1.11 -0.68 0.14
H -0.24 -0.86 -1.20
C 4.15 1.98 -0.91
C 2.74 1.40 -0.83
C 1.93 1.58 -2.12
O 1.43 2.89 -2.33
C 2.33 3.80 -2.93
N 2.07 1.93 0.35
H 4.15 3.07 -0.83
H 4.75 1.61 -0.08
H 4.65 1.71 -1.84
H 2.84 0.32 -0.69
H 1.05 0.94 -2.06
H 2.51 1.26 -3.00
H 2.97 3.30 -3.67
H 2.96 4.30 -2.19
H 1.74 4.56 -3.45
H 1.17 1.46 0.45
H 1.82 2.90 0.15
```

Total charge ... -1
HOMO-LUMO gap ... 7.4 eV
E ... -165617.78058 eV
Largest force on an atom ... 0.8 eV/A
LUMO ... 2.36 eV
M ... 407.1 g mol⁻¹

Results of the Mulliken charge analysis, in e, for atoms 1 through 8: -1.111, 0.398, -0.285, 0.098, 0.090, -0.307, 0.399, 0.179


ORCA calculation (ωB97M-V with the def2-TZVPD basis set) on a molecular structure, C24H39F6IrN3O7S2Si3.

Geometry as XYZ:
```
85
C24H39F6IrN3O7S2Si3 | the Open Molecules 2025 dataset | ωB97M-V with the def2-TZVPD basis set
Ir -0.05 -0.43 -0.98
C 0.19 0.10 -5.10
C -0.14 0.59 -3.71
O 0.74 0.28 -2.80
C -1.28 1.33 -3.50
C -1.72 1.89 -2.26
C -2.87 2.86 -2.29
N -1.14 1.62 -1.10
N -1.65 2.31 -0.06
C -1.13 2.20 1.13
O 0.12 1.45 1.34
C -1.58 2.88 2.30
C -1.00 2.68 3.58
C -1.48 3.36 4.68
C -2.55 4.26 4.57
C -3.12 4.46 3.32
C -2.66 3.79 2.20
H 0.87 -0.74 -5.02
H 0.69 0.89 -5.67
H -0.71 -0.20 -5.64
H -1.90 1.53 -4.36
H -3.28 2.92 -3.29
H -2.54 3.85 -1.97
H -3.64 2.56 -1.58
H -0.19 1.98 3.70
H -1.03 3.18 5.65
H -2.92 4.79 5.44
H -3.95 5.15 3.21
H -3.12 3.94 1.23
C 3.12 -2.30 -0.19
O 1.99 -1.52 0.16
Si 1.40 -1.14 1.67
C 1.04 -2.72 2.58
C 2.79 -0.41 2.68
C -0.07 -0.08 1.16
Si -1.78 -0.72 1.74
C -3.34 0.20 1.27
C -1.85 -0.87 3.61
C -2.04 -2.41 0.93
Si 1.51 2.50 0.96
C 0.87 4.06 0.23
C 2.27 2.91 2.61
C 2.68 1.71 -0.24
H 3.10 -3.28 0.30
H 4.05 -1.79 0.09
H 3.11 -2.46 -1.27
H 1.88 -3.40 2.40
H 0.14 -3.24 2.28
H 0.99 -2.55 3.66
H 3.49 -1.23 2.86
H 2.45 -0.05 3.66
H 3.34 0.39 2.19
H -3.47 1.13 1.83
H -4.17 -0.47 1.50
H -3.38 0.44 0.21
H -1.87 0.13 4.05
H -1.01 -1.42 4.03
H -2.78 -1.38 3.91
H -1.74 -2.41 -0.12
H -3.11 -2.63 0.95
H -1.53 -3.24 1.41
H 0.19 4.58 0.91
H 0.35 3.88 -0.71
H 1.74 4.70 0.03
H 2.01 2.20 3.39
H 1.92 3.89 2.92
H 3.37 2.94 2.54
H 2.16 1.02 -0.91
H 3.50 1.16 0.23
H 3.11 2.51 -0.85
F 1.14 -5.00 -1.05
C -0.05 -5.09 -1.64
F -0.99 -5.02 -0.70
F -0.14 -6.27 -2.25
S -0.31 -3.71 -2.84
O 0.07 -2.57 -2.03
O -1.67 -3.83 -3.23
N 0.62 -3.99 -4.06
S 2.21 -4.08 -4.03
O 2.87 -2.91 -3.53
O 2.69 -5.37 -3.61
C 2.47 -4.06 -5.84
F 1.99 -2.95 -6.40
F 3.79 -4.11 -6.07
F 1.90 -5.11 -6.43
```

Energy above the lowest of the compared OMol25 structures with the same formula, charge and spin ... 3.435 eV
Total charge ... -1
HOMO-LUMO gap (alpha / beta) ... 4.8 / 6.9 eV
E ... -108770.82037 eV
Largest force on an atom ... 0.8 eV/A
Spin multiplicity ... 5
LUMO (alpha / beta) ... 2.33 / 2.05 eV
<S²> ... 6.057
M ... 936.2 g mol⁻¹

Results of the Mulliken charge analysis, in e, for atoms 1 through 8: 3.369, -1.309, 0.574, -0.939, -1.537, 1.267, -1.463, 0.822


ORCA calculation (ωB97M-V with the def2-TZVPD basis set) on C6H9N in the gas phase.

Geometry as XYZ:
```
16
C6H9N | the Open Molecules 2025 dataset | ωB97M-V with the def2-TZVPD basis set
C 1.78 -0.55 0.33
C 0.59 0.24 -0.11
C -0.62 -0.28 -0.81
C -1.56 0.88 -1.06
C -1.20 -1.22 0.27
C -0.91 1.91 -0.45
N 0.35 1.48 0.14
H 1.94 -0.45 1.41
H 1.62 -1.60 0.10
H 2.69 -0.23 -0.19
H -0.38 -0.86 -1.71
H -1.47 -0.63 1.14
H -0.48 -1.98 0.60
H -2.09 -1.70 -0.13
H -1.18 2.94 -0.27
H 0.92 2.05 0.74
```

Energy above the lowest of the compared OMol25 structures with the same formula, charge and spin ... 3.445 eV
Total charge ... 0
HOMO-LUMO gap ... 7.7 eV
E ... -7854.71471 eV
Largest force on an atom ... 0.4 eV/A
LUMO ... 0.56 eV
M ... 95.1 g mol⁻¹

Results of the Mulliken charge analysis, in e, for atoms 1 through 8: -1.220, 0.201, 0.656, -1.142, -1.271, -0.324, -0.004, 0.336


ORCA calculation (ωB97M-V with the def2-TZVPD basis set) on a molecular structure, C36H37IN8S in a non-equilibrium geometry.

Geometry as XYZ:
```
83
C36H37IN8S | the Open Molecules 2025 dataset | ωB97M-V with the def2-TZVPD basis set
C 0.61 -4.04 -0.52
C -0.67 -5.01 -0.72
C -1.99 -4.22 -0.21
I -3.63 -5.64 -0.10
C -1.57 -3.61 1.21
C -1.40 -4.56 2.36
C -0.95 -3.98 3.74
C -0.72 -2.50 3.83
C -0.20 -1.84 5.19
C 1.40 -1.81 5.05
N 2.11 -0.73 4.96
C -0.92 -1.51 2.65
N -0.75 -0.09 2.64
S -1.16 0.29 1.04
N -1.54 -1.16 0.22
C -1.37 -2.09 1.28
H 0.37 -2.96 -0.79
H 1.01 -4.07 0.54
H 1.46 -4.42 -1.18
H -0.77 -5.39 -1.78
H -0.52 -5.84 0.05
H -2.14 -3.38 -0.96
H -1.58 -5.67 2.21
H -0.80 -4.69 4.60
H -0.51 -0.74 5.27
H -0.48 -2.45 6.10
H 1.92 -2.82 4.97
H 1.44 0.05 5.02
N 1.45 1.96 -2.74
C 0.59 1.23 -2.01
C 0.73 -0.14 -1.79
C 1.81 -0.78 -2.37
C 2.71 -0.05 -3.13
C 2.49 1.31 -3.28
H -0.24 1.78 -1.58
H 0.01 -0.67 -1.19
H 1.95 -1.85 -2.22
H 3.57 -0.53 -3.59
H 3.17 1.92 -3.86
N -0.76 6.67 -0.73
C -1.78 6.90 -1.56
C -2.14 6.06 -2.60
C -1.39 4.91 -2.80
C -0.32 4.65 -1.96
C -0.05 5.55 -0.94
H -2.33 7.82 -1.37
H -2.98 6.30 -3.24
H -1.64 4.23 -3.61
H 0.29 3.76 -2.08
H 0.77 5.39 -0.25
N 4.49 -3.63 -0.04
C 5.34 -4.49 0.53
C 5.55 -4.58 1.89
C 4.86 -3.71 2.72
C 3.97 -2.81 2.16
C 3.82 -2.80 0.78
H 5.86 -5.15 -0.16
H 6.25 -5.30 2.30
H 5.00 -3.75 3.80
H 3.41 -2.11 2.78
H 3.14 -2.11 0.30
N -4.97 1.37 2.98
C -3.79 0.99 3.49
C -3.42 1.21 4.81
C -4.30 1.87 5.64
C -5.53 2.28 5.13
C -5.81 2.01 3.81
H -3.13 0.48 2.80
H -2.45 0.88 5.17
H -4.05 2.06 6.68
H -6.25 2.80 5.76
H -6.76 2.30 3.37
N 0.50 4.01 -8.34
C 0.66 2.76 -7.88
C 0.72 2.44 -6.53
C 0.61 3.47 -5.61
C 0.45 4.77 -6.06
C 0.40 4.98 -7.43
H 0.73 1.99 -8.64
H 0.84 1.41 -6.22
H 0.66 3.25 -4.54
H 0.37 5.59 -5.37
H 0.27 5.98 -7.83
```

Total charge ... 0
HOMO-LUMO gap ... 7.2 eV
E ... -68783.56212 eV
Largest force on an atom ... 5.7 eV/A
LUMO ... -1.76 eV
M ... 740.7 g mol⁻¹

Results of the Mulliken charge analysis, in e, for atoms 1 through 8: -0.222, -0.595, -1.000, 0.061, 0.587, -0.103, -0.933, 0.458


ORCA calculation (ωB97M-V with the def2-TZVPD basis set) on C6H12O in the gas phase.

Geometry as XYZ:
```
19
C6H12O | the Open Molecules 2025 dataset | ωB97M-V with the def2-TZVPD basis set
C -2.42 -0.78 0.41
C -1.10 -0.91 -0.33
C 0.00 0.01 0.22
C -0.36 1.44 -0.13
O -0.80 2.25 0.65
C 1.38 -0.33 -0.36
C 2.50 0.62 0.11
H -3.19 -1.42 -0.03
H -2.31 -1.08 1.46
H -2.79 0.25 0.40
H -0.74 -1.95 -0.29
H -1.25 -0.68 -1.40
H 0.02 -0.06 1.32
H -0.22 1.69 -1.20
H 1.31 -0.32 -1.45
H 1.62 -1.36 -0.08
H 3.26 0.10 0.70
H 2.10 1.42 0.75
H 3.00 1.11 -0.73
```

Energy above the lowest of the compared OMol25 structures with the same formula, charge and spin ... 0.495 eV
Total charge ... 0
HOMO-LUMO gap ... 10.8 eV
E ... -8463.85878 eV
SMILES string ... CCC(C=O)CC
Largest force on an atom ... 0.5 eV/A
LUMO ... 1.11 eV
M ... 100.2 g mol⁻¹

Results of the Mulliken charge analysis, in e, for atoms 1 through 8: -1.164, -0.682, 0.520, -0.173, -0.481, -0.681, -1.123, 0.359


ORCA calculation (ωB97M-V with the def2-TZVPD basis set) on a molecular structure, C30H46BeBr2N4O9P in a non-equilibrium geometry.

Geometry as XYZ:
```
93
C30H46BeBr2N4O9P | the Open Molecules 2025 dataset | ωB97M-V with the def2-TZVPD basis set
C 2.58 4.62 -2.33
C 1.20 3.84 -2.38
C 1.57 2.30 -2.59
O 0.46 1.43 -2.29
C 0.84 0.30 -1.59
C 0.49 0.23 -0.11
O -0.15 1.37 0.40
C 0.90 2.08 1.13
C 0.48 3.54 1.55
O 1.55 4.48 1.58
C 2.73 3.98 2.23
C 2.48 3.44 3.71
C 0.81 -0.93 0.70
C 0.47 -1.04 2.22
C -0.91 -0.40 2.65
C -2.11 -0.72 1.70
O -2.07 -2.04 1.12
C 1.54 -2.08 0.05
N 1.84 -3.15 0.86
C 2.53 -4.12 0.24
Br 3.03 -5.67 1.34
C 2.89 -4.06 -1.20
P 3.83 -5.56 -1.91
N 3.23 -5.84 -3.52
O 5.41 -5.00 -2.08
N 2.59 -3.05 -2.08
C 1.92 -2.06 -1.38
C 1.54 -0.82 -2.17
C 1.94 -0.76 -3.68
C 0.94 -1.49 -4.64
C 0.02 -2.55 -4.22
C -0.85 -3.17 -5.25
C -0.83 -2.75 -6.66
C 0.07 -1.66 -7.07
C 0.94 -1.06 -6.05
H 3.21 4.21 -3.18
H 3.15 4.40 -1.39
H 2.47 5.72 -2.50
H 0.69 4.17 -3.34
H 0.55 4.01 -1.49
H 1.77 2.21 -3.70
H 2.51 2.08 -2.02
H 1.85 2.01 0.54
H 1.08 1.50 2.09
H -0.24 3.90 0.75
H -0.13 3.53 2.50
H 3.42 4.87 2.35
H 3.32 3.25 1.60
H 1.50 3.79 4.14
H 2.53 2.31 3.64
H 3.36 3.72 4.35
H 1.32 -0.57 2.80
H 0.45 -2.11 2.57
H -1.12 -0.77 3.70
H -0.79 0.72 2.72
H -3.07 -0.61 2.33
H -2.18 0.09 0.92
H -2.55 -1.95 0.27
H 3.64 -6.68 -3.93
H 2.19 -5.95 -3.52
H 5.37 -4.03 -2.22
H 2.13 0.27 -4.06
H 2.94 -1.30 -3.78
H 0.00 -2.89 -3.15
H -1.56 -4.00 -4.99
H -1.47 -3.22 -7.45
H 0.17 -1.29 -8.12
H 1.63 -0.24 -6.35
C -7.70 2.61 3.40
C -6.86 2.70 2.13
C -5.97 1.48 1.90
O -4.85 1.52 2.79
C -5.01 0.72 3.97
N -5.94 3.88 2.27
H -7.11 2.69 4.30
H -8.44 3.41 3.42
H -8.25 1.66 3.43
H -7.50 2.88 1.27
H -5.55 1.53 0.89
H -6.52 0.54 1.97
H -5.69 -0.12 3.82
H -5.37 1.35 4.78
H -4.03 0.34 4.25
H -6.40 4.71 2.65
H -5.51 4.13 1.37
H -5.17 3.61 2.89
Br 5.58 -6.37 1.17
Be 0.46 -6.00 -4.27
C 4.77 -3.63 4.42
O 5.53 -3.43 3.43
O 4.30 -4.92 4.44
O 4.41 -2.87 5.32
H 4.78 -5.15 3.62
```

Total charge ... +1
HOMO-LUMO gap ... 3.2 eV
E ... -205999.96665 eV
Largest force on an atom ... 4.7 eV/A
LUMO ... -6.01 eV
M ... 806.5 g mol⁻¹

Results of the Mulliken charge analysis, in e, for atoms 1 through 8: -1.115, -0.078, -0.750, -0.500, 0.362, 0.260, -0.613, 0.024